Record 1
Molecular formula: C29H26GeN3O3SSn
Method: DFT, ωB97M-V/def2-TZVPD

Each line ends with the natural charge from an NBO analysis.
Cartesian coordinates (Å):
1 Sn -0.044 -1.250 -0.347  1.477
2 Ge 0.232 1.877 4.102  1.625
3 S -2.831 -0.142 -0.092  -0.164
4 O 1.313 -0.014 -1.204  -0.890
5 O 0.680 -1.064 1.559  -0.916
6 O 1.091 -1.670 3.662  -0.615
7 N -1.603 1.885 1.141  -0.297
8 N -0.488 1.507 0.380  -0.280
9 N -3.876 1.595 1.540  -0.789
10 C 4.787 1.223 3.024  -0.182
11 C 2.824 0.629 4.279  -0.113
12 C -1.046 -0.751 3.220  -0.517
13 C 0.366 2.425 0.124  0.113
14 C -0.961 0.335 4.290  -0.821
15 C 4.066 2.202 2.357  -0.202
16 C 0.899 2.475 6.828  -0.136
17 C 2.727 2.398 2.661  -0.209
18 C 0.346 -1.221 2.821  0.807
19 C -0.947 3.788 6.047  -0.217
20 C 0.771 3.043 8.088  -0.213
21 C -1.076 4.362 7.305  -0.207
22 C 2.429 3.419 -0.654  -0.159
23 C -0.443 3.304 2.814  -0.090
24 C 2.057 1.065 -1.149  0.410
25 C -1.565 3.145 1.857  -0.259
26 C -1.458 5.549 1.310  -0.265
27 C 0.014 4.591 3.038  -0.249
28 C 0.040 2.839 5.789  -0.491
29 C 4.165 0.440 3.986  -0.216
30 C -0.216 3.989 8.327  -0.188
31 C 3.666 3.385 -1.247  -0.275
32 C 1.615 2.274 -0.577  -0.173
33 C -1.952 4.318 1.041  -0.019
34 C 4.116 2.173 -1.782  -0.133
35 C -0.479 5.675 2.322  0.011
36 C 3.333 1.042 -1.738  -0.270
37 C 2.087 1.613 3.617  -0.504
38 C -2.756 1.185 0.910  0.299
39 H 1.445 2.749 8.881  0.227
40 H -2.681 4.154 0.253  0.252
41 H -1.851 5.096 7.486  0.221
42 H -1.773 6.418 0.750  0.260
43 H 4.280 4.274 -1.302  0.226
44 H 5.832 1.064 2.789  0.224
45 H -0.082 6.661 2.536  0.247
46 H -0.315 4.434 9.308  0.227
47 H 0.192 3.456 0.457  0.161
48 H -1.602 -0.422 2.350  0.201
49 H 1.689 1.751 6.659  0.213
50 H -1.642 4.095 5.269  0.183
51 H -0.592 -0.105 5.222  0.264
52 H -1.572 -1.615 3.633  0.243
53 H 2.062 4.347 -0.225  0.195
54 H 4.536 2.806 1.592  0.223
55 H 3.671 0.108 -2.166  0.234
56 H 0.775 4.764 3.790  0.258
57 H 4.720 -0.335 4.499  0.227
58 H -4.687 1.009 1.424  0.440
59 H -2.348 3.125 2.652  0.336
60 H 5.092 2.122 -2.249  0.225
61 H 2.347 -0.031 4.993  0.223
62 H -1.950 0.736 4.536  0.230
63 H 2.192 3.171 2.123  0.191
64 H -3.946 2.347 2.198  0.389

Summary:
- maximum force (eV/A) = 0.20
- LUMO (Ha) = -0.21880
- total energy (a.u.) = -4199.81786
- Kohn-Sham gap (Eh) = 0.1748
- net charge = +1

Record 2
Molecular formula: C29H26N2P2PdS3
Method: DFT, ωB97M-V/def2-TZVPD

Each line ends with the natural charge from an NBO analysis.
Cartesian coordinates (Å):
1 Pd -0.444 -0.323 0.620  0.424
2 S -1.732 -0.231 2.528  -0.489
3 S 0.246 -0.228 -1.593  -0.486
4 S 1.271 1.689 1.310  -0.244
5 P -1.748 -0.463 -1.801  1.412
6 P -3.068 -0.667 1.052  1.365
7 N 2.929 -0.088 2.522  -0.359
8 N 3.984 1.473 1.481  -0.530
9 C -2.352 1.948 -2.947  -0.098
10 C 4.946 0.642 2.023  -0.084
11 C -5.475 2.494 1.524  -0.235
12 C -3.514 2.296 -5.020  -0.195
13 C -3.246 -2.500 1.001  -0.292
14 C -2.884 -4.742 -3.028  -0.198
15 C -4.639 0.221 1.382  -0.412
16 C -2.882 2.807 -3.892  -0.235
17 C -4.426 -4.615 1.128  -0.218
18 C 4.284 -0.336 2.671  -0.077
19 C -2.444 0.566 -3.120  -0.427
20 C -1.558 -4.345 -3.095  -0.235
21 C -1.198 -3.053 -2.734  -0.126
22 C -4.442 1.604 1.297  -0.098
23 C -4.414 -3.227 1.200  -0.210
24 C -6.953 0.661 1.940  -0.208
25 C 2.736 1.024 1.775  0.242
26 C 1.855 -0.912 3.023  -0.394
27 C -3.859 -3.845 -2.607  -0.204
28 C -3.605 0.925 -5.200  -0.207
29 C -3.068 0.061 -4.254  -0.188
30 C -2.083 -3.221 0.720  -0.209
31 C -2.089 -4.599 0.639  -0.203
32 C -3.264 -5.310 0.846  -0.200
33 C -2.165 -2.155 -2.304  -0.430
34 C -2.344 0.083 -0.296  -1.269
35 C -6.741 2.027 1.845  -0.195
36 C -5.913 -0.232 1.716  -0.187
37 C -3.499 -2.557 -2.251  -0.195
38 H -4.259 -1.859 -1.917  0.222
39 H -1.866 2.340 -2.061  0.227
40 H -3.934 2.969 -5.756  0.213
41 H -3.162 -5.752 -3.301  0.214
42 H 4.645 -1.177 3.233  0.230
43 H -7.552 2.720 2.024  0.213
44 H -7.932 0.276 2.194  0.211
45 H -1.170 -5.121 0.403  0.215
46 H -3.138 -1.007 -4.413  0.224
47 H -3.272 -6.390 0.784  0.213
48 H 1.243 -1.289 2.197  0.215
49 H -4.895 -4.150 -2.546  0.217
50 H -5.351 -2.747 1.413  0.202
51 H 1.206 -0.340 3.684  0.234
52 H 2.295 -1.752 3.555  0.211
53 H -2.803 3.877 -3.748  0.215
54 H -5.356 -5.144 1.293  0.213
55 H -5.287 3.558 1.449  0.215
56 H -3.458 1.977 1.040  0.237
57 H -1.163 -2.677 0.536  0.228
58 H 4.131 2.280 0.902  0.435
59 H -0.796 -5.041 -3.424  0.214
60 H -6.149 -1.275 1.818  0.202
61 H 5.998 0.821 1.907  0.232
62 H -0.162 -2.740 -2.765  0.230
63 H -4.093 0.521 -6.077  0.212

Summary:
- maximum force (eV/A) = 1.41
- LUMO (Ha) = 0.00778
- total energy (a.u.) = -3235.38808
- Kohn-Sham gap (Eh) = 0.2675

Record 3
Molecular formula: C29H26N3PPt
Method: DFT, ωB97M-V/def2-TZVPD

Each line ends with the natural charge from an NBO analysis.
Cartesian coordinates (Å):
1 Pt 1.408 -1.341 0.052  0.707
2 P 0.692 0.735 -0.479  1.025
3 N 1.323 -3.258 -2.507  -0.509
4 N -1.204 -2.634 3.323  -0.521
5 N 0.059 -2.554 1.509  -0.568
6 C -0.899 1.919 3.089  -0.229
7 C 3.283 1.098 0.271  0.009
8 C -3.361 -4.842 1.267  -0.205
9 C -2.198 -0.501 -0.236  -0.660
10 C 4.314 3.256 0.653  -0.185
11 C -0.089 -2.135 2.738  0.248
12 C 1.355 -2.566 -1.579  -0.125
13 C 1.890 0.502 -3.345  -0.659
14 C -1.767 2.773 -3.035  -0.232
15 C 0.027 1.858 -4.344  -0.216
16 C -0.497 1.063 0.859  -0.377
17 C 2.098 3.167 -0.250  -0.129
18 C 3.190 3.912 0.156  -0.250
19 C -2.094 1.225 3.142  -0.197
20 C -0.105 1.834 1.951  -0.195
21 C 3.346 -0.395 0.185  -0.730
22 C -1.144 2.595 -4.259  -0.175
23 C -3.026 -4.161 2.421  -0.232
24 C -2.544 -4.800 0.124  -0.218
25 C -1.371 -4.074 0.096  -0.216
26 C -1.844 -3.430 2.389  0.074
27 C -1.213 2.198 -1.902  -0.192
28 C 2.138 1.775 -0.158  -0.426
29 C -1.720 0.356 0.906  0.019
30 C 4.364 1.873 0.704  -0.212
31 C -1.030 -3.377 1.253  0.158
32 C 0.601 1.267 -3.224  0.041
33 C -0.046 1.437 -1.985  -0.387
34 C -2.495 0.455 2.055  -0.227
35 H -3.652 -4.199 3.303  0.218
36 H -1.685 2.337 -0.936  0.221
37 H 0.835 2.369 1.920  0.229
38 H -3.085 -1.067 0.048  0.223
39 H -3.433 -0.087 2.095  0.214
40 H 3.932 -0.825 0.999  0.209
41 H 0.512 1.737 -5.306  0.214
42 H -2.437 0.096 -1.117  0.235
43 H 5.167 3.833 0.988  0.214
44 H 1.206 3.656 -0.625  0.213
45 H 3.831 -0.681 -0.750  0.228
46 H -4.272 -5.426 1.242  0.217
47 H 1.781 -0.518 -2.979  0.259
48 H 3.171 4.993 0.099  0.216
49 H 2.219 0.459 -4.382  0.222
50 H -2.845 -5.354 -0.756  0.222
51 H -0.730 -4.037 -0.777  0.260
52 H -2.721 1.284 4.024  0.212
53 H -0.577 2.529 3.924  0.217
54 H 2.680 0.978 -2.755  0.224
55 H -2.676 3.356 -2.960  0.216
56 H 5.260 1.378 1.060  0.214
57 H 0.585 -1.457 3.240  0.220
58 H -1.422 -1.210 -0.534  0.238
59 H -1.521 -2.419 4.252  0.425
60 H -1.565 3.039 -5.153  0.213

Summary:
- maximum force (eV/A) = 0.90
- LUMO (spin up / spin down) (Ha) = 0.01153 / -0.02172
- <S²> = 2.01
- total energy (a.u.) = -1745.61445
- spin multiplicity = 3
- Kohn-Sham gap (spin up / spin down) (Eh) = 0.2478 / 0.2868

Record 4
Molecular formula: C29H26N5O4PTa
Method: DFT, ωB97M-V/def2-TZVPD

Each line ends with the Mulliken charge.
Cartesian coordinates (Å):
1 Ta -0.275 0.856 1.007  2.070
2 P -0.941 0.142 -1.493  0.926
3 O 0.615 2.355 0.212  -0.669
4 O -0.830 0.179 2.722  -0.847
5 O -0.330 -0.562 4.779  -0.431
6 O 2.277 3.877 0.092  -0.413
7 N 0.949 -0.838 0.882  0.140
8 N -2.517 0.753 -1.507  0.285
9 N -2.363 1.374 0.741  0.052
10 N 0.611 -2.015 1.500  0.043
11 N 1.118 1.616 2.468  0.069
12 C -1.270 -4.415 -1.335  -0.661
13 C -2.349 -3.622 -0.963  -0.750
14 C 1.976 2.579 2.124  0.795
15 C -0.066 0.140 3.871  -0.122
16 C -0.190 -0.019 -4.129  -0.618
17 C 1.092 2.458 -4.141  -0.835
18 C 2.891 -0.021 -0.482  -1.269
19 C -2.955 1.965 1.844  -0.211
20 C 1.570 -2.931 1.370  0.555
21 C -4.358 1.905 -0.500  -1.046
22 C -0.094 0.735 -2.951  0.884
23 C -3.080 1.355 -0.419  0.796
24 C 2.178 -1.054 0.323  0.557
25 C -4.188 2.522 1.815  -0.911
26 C 2.907 2.504 4.303  -0.367
27 C -1.091 -1.650 -1.534  0.564
28 C 1.466 -4.286 1.968  -1.388
29 C 0.539 1.983 -2.964  -0.452
30 C 1.979 1.522 4.666  -0.659
31 C 2.592 -2.329 0.626  -1.144
32 C 1.009 1.702 -5.306  -0.603
33 C 2.906 3.056 3.021  -0.778
34 C 1.086 1.105 3.709  1.053
35 C 0.001 -2.445 -1.893  -0.355
36 C -0.097 -3.826 -1.797  -0.910
37 C -2.260 -2.241 -1.054  -0.722
38 C 0.364 0.471 -5.300  -0.788
39 C -4.911 2.491 0.611  -0.235
40 C 1.716 3.060 0.721  -0.022
41 H -1.347 -5.493 -1.283  0.486
42 H -5.903 2.921 0.555  0.477
43 H 0.430 -4.613 2.045  0.384
44 H -3.055 0.765 -2.366  0.300
45 H 3.620 2.860 5.037  0.502
46 H 3.591 3.843 2.731  0.580
47 H 1.939 1.109 5.666  0.567
48 H 0.734 -4.447 -2.107  0.491
49 H -0.698 -0.974 -4.142  0.447
50 H 0.909 -1.997 -2.279  0.610
51 H 1.441 2.080 -6.223  0.441
52 H -2.385 1.951 2.762  0.450
53 H 0.593 2.589 -2.072  0.355
54 H 3.521 -2.788 0.328  0.589
55 H 3.440 -0.503 -1.290  0.452
56 H -3.268 -4.081 -0.621  0.484
57 H -4.896 1.863 -1.437  0.483
58 H -3.117 -1.635 -0.784  0.405
59 H -0.268 -2.110 1.993  0.251
60 H 1.903 -4.283 2.969  0.322
61 H 0.288 -0.107 -6.211  0.468
62 H 1.583 3.422 -4.152  0.477
63 H 3.630 0.505 0.125  0.318
64 H -4.599 2.967 2.710  0.489
65 H 2.215 0.710 -0.932  0.189
66 H 2.021 -5.006 1.370  0.404

Summary:
- maximum force (eV/A) = 0.97
- LUMO (Ha) = -0.39458
- total energy (a.u.) = -2093.07338
- Kohn-Sham gap (Eh) = 0.2377
- net charge = +3

Record 5
Molecular formula: C29H26N6O4SV
Method: DFT, ωB97M-V/def2-TZVPD

Each line ends with the natural charge from an NBO analysis.
Cartesian coordinates (Å):
1 V -0.045 0.258 0.271  1.261
2 S -0.576 4.766 -0.402  -0.524
3 O 2.715 0.853 3.308  -0.701
4 O 1.273 1.083 1.606  -0.744
5 O 0.129 -3.176 -0.559  -0.775
6 O -0.380 -4.885 0.811  -0.731
7 N 1.546 0.056 -1.158  -0.483
8 N 0.786 -1.604 1.666  -0.449
9 N -0.396 1.773 -1.097  -0.257
10 N -1.296 -0.955 -1.043  -0.866
11 N -3.113 3.968 -0.556  -0.633
12 N -1.635 2.365 -1.154  -0.481
13 C -1.790 3.581 -0.710  0.280
14 C -3.279 -0.754 -2.407  -0.230
15 C -4.640 -0.579 -2.589  -0.231
16 C 3.564 -0.851 -2.039  -0.281
17 C 1.393 -1.010 2.705  0.112
18 C 0.009 -3.734 0.562  0.743
19 C -4.439 3.154 -2.508  -0.623
20 C -5.448 -0.420 -1.474  -0.250
21 C -1.755 0.209 1.648  -0.314
22 C -3.505 -0.631 3.754  -0.269
23 C -1.537 0.524 3.004  -0.257
24 C 2.541 1.034 -3.098  -0.242
25 C 2.534 -0.842 -1.119  0.087
26 C 0.673 -3.603 2.972  -0.231
27 C -4.205 3.136 -0.997  -0.207
28 C 1.528 0.980 -2.139  0.151
29 C 1.841 0.443 2.540  0.747
30 C 3.568 0.113 -3.042  -0.185
31 C 1.657 -1.654 3.903  -0.228
32 C -2.701 -0.769 -1.140  0.168
33 C 0.376 1.879 -2.129  0.182
34 C 0.484 -2.909 1.782  0.117
35 C -2.379 0.134 4.036  -0.219
36 C -3.802 -0.908 2.431  -0.218
37 C 1.253 -2.966 4.053  -0.184
38 C 0.125 2.825 -3.260  -0.674
39 C -4.872 -0.421 -0.213  -0.222
40 C -3.500 -0.588 0.000  0.049
41 C -2.974 -0.457 1.393  -0.143
42 H 4.344 -1.597 -1.969  0.209
43 H -2.143 0.401 5.063  0.185
44 H -5.500 -0.226 0.647  0.208
45 H 0.365 -4.638 2.993  0.241
46 H -0.883 -0.843 -1.963  0.368
47 H -3.514 2.889 -3.022  0.220
48 H 1.407 -3.492 4.989  0.194
49 H -5.058 -0.559 -3.589  0.195
50 H 2.516 1.797 -3.863  0.213
51 H -0.890 3.208 -3.187  0.256
52 H -2.630 -0.882 -3.267  0.195
53 H -1.005 -1.909 -0.752  0.455
54 H 2.166 -1.095 4.674  0.236
55 H -6.515 -0.263 -1.583  0.193
56 H -4.685 -1.498 2.203  0.186
57 H 0.264 2.333 -4.228  0.192
58 H -3.991 2.116 -0.680  0.230
59 H -4.758 4.144 -2.846  0.177
60 H 0.805 3.677 -3.195  0.238
61 H 4.367 0.141 -3.774  0.198
62 H -0.651 1.094 3.265  0.204
63 H -4.144 -1.001 4.549  0.183
64 H -5.111 3.459 -0.473  0.170
65 H -3.228 4.966 -0.566  0.385
66 H 2.464 -1.575 -0.326  0.228
67 H -5.204 2.424 -2.785  0.198

Summary:
- maximum force (eV/A) = 0.65
- LUMO (spin up / spin down) (Ha) = 0.16575 / 0.16535
- <S²> = 3.77
- total energy (a.u.) = -3092.56548
- spin multiplicity = 4
- Kohn-Sham gap (spin up / spin down) (Eh) = 0.2024 / 0.2361
- net charge = -2

Record 6
Molecular formula: C29H27BClN5O6
Method: DFT, ωB97M-V/def2-TZVPD

Each line ends with the natural charge from an NBO analysis.
Cartesian coordinates (Å):
1 Cl -0.649 0.934 -1.888  0.104
2 O -2.270 5.935 -0.437  -0.498
3 O -3.738 1.722 -0.441  -0.948
4 O -3.024 3.435 -2.075  -0.702
5 O -0.211 4.782 -0.087  -0.506
6 O 1.368 2.980 0.128  -0.501
7 O -4.957 3.945 -0.479  -0.897
8 N 4.669 -2.403 4.818  -0.419
9 N -5.559 2.123 -6.209  -0.414
10 N 3.626 -2.412 -4.076  -0.417
11 N -1.784 0.763 1.899  -0.468
12 N 2.288 -1.557 0.662  -0.432
13 C 0.285 3.456 -0.293  0.775
14 C -6.196 0.964 -6.441  0.032
15 C 2.408 -0.221 0.731  0.019
16 C 5.018 -3.198 7.063  -0.264
17 C -1.531 4.956 -0.606  0.765
18 C -2.213 -1.099 3.933  -0.160
19 C -2.663 -1.351 2.644  -0.246
20 C -1.774 3.574 -1.371  0.166
21 C -5.996 0.259 -4.177  -0.169
22 C 5.444 -2.577 5.900  0.033
23 C 3.412 -2.867 4.895  0.032
24 C 2.948 -1.735 -3.135  0.035
25 C 2.754 -0.868 -5.704  -0.266
26 C 4.637 -0.341 1.550  -0.165
27 C 3.354 -2.280 1.042  0.014
28 C -0.741 2.617 -1.232  -0.113
29 C 2.889 -3.499 6.012  -0.263
30 C -1.548 0.089 4.197  -0.260
31 C 2.157 -0.628 -3.400  -0.267
32 C -2.424 -0.396 1.669  0.033
33 C -5.142 2.341 -4.952  0.029
34 C 3.515 -1.966 -5.338  0.030
35 C -1.361 0.981 3.155  0.039
36 C -6.439 0.009 -5.468  -0.263
37 C 3.550 0.428 1.161  -0.251
38 C 3.713 -3.666 7.116  -0.166
39 C -5.333 1.448 -3.910  -0.244
40 C 4.541 -1.724 1.492  -0.248
41 C 2.062 -0.188 -4.712  -0.170
42 B -3.950 3.054 -0.991  1.318
43 H 6.455 -2.191 5.812  0.193
44 H -3.187 -2.267 2.403  0.224
45 H 3.056 -2.115 -2.124  0.204
46 H -6.166 -0.465 -3.388  0.218
47 H 1.455 0.676 -4.959  0.214
48 H 1.631 -0.122 -2.600  0.222
49 H -2.380 -1.823 4.723  0.218
50 H -3.255 1.906 0.410  0.517
51 H 1.865 -3.850 6.019  0.220
52 H -4.632 3.285 -4.791  0.197
53 H -1.183 0.317 5.191  0.225
54 H 4.072 -2.532 -6.078  0.191
55 H -0.850 1.926 3.312  0.196
56 H 5.688 -3.313 7.906  0.221
57 H -4.973 1.675 -2.915  0.205
58 H 5.369 -2.356 1.788  0.228
59 H 1.541 0.340 0.421  0.198
60 H 5.550 0.132 1.896  0.216
61 H -6.962 -0.908 -5.712  0.220
62 H -2.753 -0.548 0.646  0.208
63 H 3.588 1.510 1.192  0.226
64 H 2.808 -2.715 4.005  0.200
65 H -6.520 0.813 -7.466  0.193
66 H 2.704 -0.551 -6.739  0.219
67 H 3.341 -4.157 8.009  0.216
68 H 3.232 -3.356 0.975  0.193
69 H -4.630 4.872 -0.584  0.514

Summary:
- maximum force (eV/A) = 5.90
- LUMO (Ha) = -0.06321
- SMILES = O=C1OC(=O)C(OB(O)O)=C1Cl.c1ccncc1.c1ccncc1.c1ccncc1.c1ccncc1.c1ccncc1
- total energy (a.u.) = -2331.57591
- Kohn-Sham gap (Eh) = 0.2838